C61H69Cl5F9N2O5P2 | the ωB97M-V functional and the def2-TZVPD basis

Calculated values
- Kohn-Sham gap: 0.21935 Eh
- HOMO level: -9.60 eV
- LUMO: -0.133 Ha
- Total charge: +1

Structure (XYZ):
```
153
Properties=species:S:1:pos:R:3:forces:R:3:mulliken_charge:R:1
C 2.95874 -0.00270 0.43766 0.31 0.37 0.05 0.1507
C 2.54664 -0.21727 -0.68418 0.06 1.45 -0.57 -1.3219
C 2.06755 -0.16995 -2.14540 0.08 -2.52 1.64 0.9617
C 1.97399 1.12383 -3.00578 -1.88 -1.79 -1.44 0.4500
C 0.57445 1.84399 -2.62444 -1.73 -1.37 0.82 -0.1493
C 0.18149 1.79057 -1.06506 -0.31 -0.62 0.74 -1.4187
C -1.22486 2.33894 -0.63025 0.07 0.84 1.40 -0.6033
O -2.13803 1.28962 -0.17165 -0.50 1.59 -0.82 -0.4433
C -3.41339 1.96067 -0.08473 -0.57 -0.21 0.53 -0.5072
C -4.43414 1.16493 0.83893 0.24 0.59 0.06 0.8378
F -5.62381 0.99006 0.14027 1.79 -0.18 1.42 -0.2819
F -4.72688 1.95845 1.95269 0.28 -1.31 -1.61 -0.3193
F -3.94237 -0.03109 1.30972 -1.15 1.78 -0.93 -0.2442
C 0.13462 3.12107 -3.43826 1.29 -0.36 -1.03 1.9767
C -1.38698 3.19626 -3.94034 -0.10 1.16 0.96 -1.4524
C -2.35742 2.01693 -4.09146 -2.44 -0.51 -1.83 -1.1267
O -2.58189 1.10922 -2.98051 1.21 -1.04 -0.65 -0.0570
C -3.05565 -0.11469 -3.54031 -1.32 -0.51 -0.88 0.2932
O -4.18885 -0.15500 -3.96718 1.59 0.26 0.76 -0.5394
C -2.16231 -1.40358 -3.66984 0.29 -0.21 0.44 0.5412
C -2.99728 -2.63708 -3.07416 -0.05 0.66 0.01 -1.1423
C 0.41292 4.59957 -2.93730 -0.08 1.87 -0.49 -0.8190
C 0.18653 5.00597 -1.45442 0.11 -0.65 1.03 0.0842
O 0.93165 4.81497 -0.54041 -0.65 0.20 -1.47 -0.3583
Cl -1.41921 5.81878 -1.05437 0.87 -0.39 -0.67 -0.1736
C 1.07345 2.99559 -4.74658 -1.65 1.04 0.26 -2.1143
Cl 0.22801 1.77101 -5.89235 -0.01 0.44 0.84 -0.0789
C 2.66313 2.78590 -4.56723 -0.67 1.79 -2.12 0.2661
P 3.36221 4.47272 -5.01003 1.05 4.22 0.42 -0.1813
N 3.88680 5.44294 -3.87614 -0.37 -0.60 0.15 -0.6229
P 2.86522 1.85971 -6.31486 0.51 -2.48 -1.89 0.3437
O 4.40518 1.39434 -6.72612 -0.34 1.13 0.15 -0.4705
Cl 2.54527 3.38693 -7.81126 0.21 -0.59 1.03 -0.2117
N 3.16884 2.03905 -3.33027 0.11 0.19 0.12 1.7452
C 3.36376 2.88329 -2.09576 -1.36 1.21 3.92 1.5997
C 4.66745 3.14610 -1.28126 1.99 0.79 0.94 -0.4375
C 5.69376 4.28041 -1.63185 0.93 0.71 0.42 -1.2432
Cl 4.04483 3.75890 0.38627 -0.15 -0.72 -0.96 -0.1498
C 4.40472 1.26345 -3.73779 1.61 -2.90 -0.09 -0.5776
Cl 5.07048 0.05492 -2.44760 -1.09 0.70 -0.19 -0.0541
C 5.78314 1.90019 -4.05039 2.83 -0.08 -0.08 -0.9370
C 6.30388 3.01623 -4.98794 1.06 1.65 -1.43 -1.5573
H 3.40535 0.30117 1.41997 -0.85 -0.78 -1.52 0.4091
H 2.58699 -1.03555 -2.67387 -0.44 1.55 0.39 -0.7498
H 0.99634 -0.57391 -2.10508 1.27 0.82 -0.25 -0.0020
H 1.82934 0.59032 -4.01830 -0.06 1.13 1.15 0.1618
H -0.13330 1.02564 -3.02100 0.98 1.27 0.27 0.0276
H 0.94196 2.25960 -0.38327 -0.66 -0.35 -0.90 0.3201
H 0.07781 0.71527 -0.69232 0.50 1.27 -0.78 0.4887
H -1.06654 2.96844 0.31345 -0.01 -0.54 -1.29 0.7768
H -1.77409 3.01722 -1.33386 0.71 -0.81 0.23 0.1122
H -3.31147 2.99332 0.38074 -0.03 -1.24 -0.38 0.3245
H -3.90441 2.09737 -1.09115 0.63 -0.36 0.88 0.2383
H -1.90315 3.93634 -3.23749 0.68 -1.05 -0.77 0.7438
H -1.35693 3.77775 -4.92282 -0.20 -0.96 1.09 0.2557
H -3.38983 2.48431 -4.27396 1.43 -0.29 0.12 0.2743
H -2.25318 1.34794 -5.01048 0.55 1.24 1.01 0.5388
H -1.95970 -1.63434 -4.76159 -0.32 0.65 1.16 0.3320
H -1.15310 -1.28923 -3.17410 -1.15 -0.02 -0.33 -0.3977
H -2.34052 -3.50304 -2.78024 -0.57 1.00 -0.40 0.3781
H -3.54521 -2.25536 -2.15419 0.55 -0.77 -1.16 0.3232
H -3.72976 -2.97666 -3.86800 0.75 0.42 1.17 0.2897
H -0.26807 5.29118 -3.54319 0.73 -1.08 0.75 0.7753
H 1.43344 5.03275 -3.20339 -0.84 -0.97 0.61 -0.0566
H 0.82032 3.95556 -5.30221 1.02 -1.26 0.48 1.1231
H 2.39288 5.31020 -5.68878 0.04 -1.54 -0.01 0.2347
H 4.39504 4.44913 -6.01760 -0.89 -1.15 0.51 0.2712
H 3.38467 6.33908 -3.84968 0.30 -0.62 0.11 0.2766
H 4.53573 1.47039 -7.69585 0.02 0.01 0.61 0.3638
H 2.83228 3.88773 -2.10998 0.74 -1.34 -0.80 0.0305
H 2.79062 2.34340 -1.26675 0.59 0.36 -1.46 -1.1653
H 5.27272 2.26143 -0.92781 -1.20 0.61 -0.96 0.6444
H 6.65884 4.06077 -1.06432 -1.26 0.13 -0.65 0.3428
H 5.97850 4.43559 -2.69918 -0.58 -0.39 0.85 0.1620
H 5.35405 5.28634 -1.22761 0.19 -1.32 -0.78 0.4269
H 4.13302 0.42125 -4.46255 -0.19 1.81 0.47 1.0803
H 6.35871 2.11278 -3.08530 -1.38 -0.25 -1.01 0.5659
H 6.38992 1.00365 -4.43544 -1.25 0.99 0.56 0.4482
H 7.44269 3.02212 -4.86357 -1.53 -0.20 0.12 0.4197
H 6.20142 2.89892 -6.11213 -0.30 -0.27 1.49 0.1951
H 6.03727 4.09805 -4.78404 0.01 -1.34 0.21 0.3600
F -7.09971 0.10026 8.51608 0.00 -0.03 0.02 -0.1854
C -6.77974 0.42810 7.25188 0.17 0.16 -0.67 0.1804
C -5.47057 0.75709 6.94736 0.17 -0.01 0.20 -0.2870
C -5.13896 1.09093 5.63978 -0.31 -0.05 -0.02 -0.5090
C -6.12190 1.10209 4.65554 0.01 0.03 -0.13 -0.3439
C -7.43477 0.77423 4.97614 0.25 0.01 0.16 -0.5677
C -7.76557 0.42961 6.28100 -0.24 -0.06 0.08 -0.3201
H -4.72050 0.75067 7.72914 -0.06 -0.03 0.00 0.4181
H -4.11515 1.34291 5.38795 -0.07 -0.01 0.05 0.3629
H -5.86286 1.36675 3.63713 -0.10 -0.07 0.26 0.4909
H -8.20089 0.78708 4.20943 0.04 -0.02 0.08 0.3672
H -8.78115 0.16287 6.54735 0.05 0.02 0.04 0.4187
F 2.98740 -2.07242 -5.07305 -0.12 0.40 -0.03 -0.2064
C 3.55995 -3.23596 -4.68087 0.42 -0.86 0.23 0.4678
C 3.69544 -4.26690 -5.59051 -0.04 0.15 -0.31 -0.4951
C 4.28737 -5.45762 -5.18595 0.04 0.22 0.31 -0.8139
C 4.72672 -5.60430 -3.87317 0.00 -0.15 -0.04 -0.3678
C 4.57965 -4.55984 -2.96710 -0.05 -0.07 -0.22 -1.1858
C 3.99723 -3.36647 -3.37582 -0.12 0.23 0.11 0.2311
H 3.33989 -4.13728 -6.60544 -0.01 0.00 0.06 0.4537
H 4.40558 -6.27082 -5.89242 -0.06 0.08 0.03 0.4455
H 5.18442 -6.53508 -3.55753 -0.09 0.17 -0.05 0.5926
H 4.91806 -4.67514 -1.94378 -0.02 0.04 -0.08 0.4190
H 3.88116 -2.53830 -2.68800 0.07 -0.09 0.03 0.4305
F 6.82610 -7.79852 -2.89322 -0.10 -0.10 0.08 -0.3085
C 8.13921 -7.63271 -3.14097 0.77 0.09 -0.15 0.4095
C 8.58219 -7.59200 -4.45111 -0.21 0.00 -0.16 -0.2747
C 9.93663 -7.41587 -4.70662 0.01 0.01 0.28 -0.4071
C 10.83199 -7.29338 -3.64926 0.07 0.02 -0.04 -0.4801
C 10.37422 -7.34098 -2.33731 -0.08 0.00 -0.24 -0.3869
C 9.01868 -7.50613 -2.08070 -0.14 0.00 0.23 -0.4414
H 7.87070 -7.69754 -5.26136 0.00 0.00 0.05 0.4013
H 10.29421 -7.37489 -5.72887 -0.06 -0.03 0.07 0.3559
H 11.88925 -7.16046 -3.84971 -0.09 -0.02 0.02 0.3685
H 11.07325 -7.24961 -1.51410 -0.08 0.00 -0.04 0.3600
H 8.64285 -7.53689 -1.06516 -0.01 -0.03 -0.05 0.4036
F 1.16435 -5.80652 -5.98236 0.01 0.12 -0.14 -0.2403
C 0.52837 -6.72048 -5.22696 -0.35 -0.51 0.43 0.2333
C 0.75584 -6.74701 -3.86212 0.16 0.21 0.08 -0.0763
C 0.09572 -7.68730 -3.08010 -0.11 -0.07 -0.25 -0.5589
C -0.77479 -8.59548 -3.67381 -0.03 -0.05 0.07 -0.4537
C -0.99048 -8.56106 -5.04702 0.12 0.12 0.18 -0.4237
C -0.33939 -7.61434 -5.82858 0.00 0.04 -0.25 -0.4181
H 1.44433 -6.03640 -3.41910 0.00 -0.01 -0.06 0.4081
H 0.26013 -7.71282 -2.00910 0.02 0.02 -0.09 0.3746
H -1.28593 -9.33152 -3.06341 0.04 0.06 -0.06 0.3753
H -1.66578 -9.27178 -5.50904 0.05 0.08 0.01 0.3697
H -0.50187 -7.56707 -6.89858 0.04 0.01 0.04 0.4223
F -6.91016 -3.30289 12.35336 0.04 -0.13 -0.01 -0.3179
C -7.31506 -2.02694 12.48140 -0.21 0.66 0.06 0.3097
C -7.39748 -1.22512 11.35632 0.07 -0.13 -0.21 -0.4289
C -7.82082 0.09228 11.48794 -0.01 -0.07 0.35 -0.4523
C -8.14611 0.59456 12.74421 -0.07 0.05 0.09 -0.3970
C -8.05409 -0.22068 13.86750 0.06 -0.07 -0.30 -0.5048
C -7.64146 -1.54119 13.73548 0.04 -0.16 0.20 -0.3786
H -7.13221 -1.63132 10.38791 -0.02 -0.01 0.05 0.4333
H -7.89653 0.72671 10.61353 0.01 -0.08 0.07 0.4259
H -8.47177 1.62229 12.84610 0.08 -0.43 0.03 0.5607
H -8.30378 0.17260 14.84640 0.01 -0.06 -0.06 0.3709
H -7.57228 -2.19314 14.59794 0.02 -0.01 -0.06 0.4081
F -8.59446 3.49547 12.39114 -0.17 0.34 -0.12 -0.3288
C -7.69652 4.49152 12.49996 0.50 0.57 0.06 0.3359
C -8.01837 5.61786 13.23628 -0.23 -0.02 0.11 -0.4289
C -7.08857 6.64376 13.35236 0.15 -0.17 -0.17 -0.3871
C -5.85317 6.53523 12.72224 0.04 0.07 0.02 -0.4756
C -5.54439 5.40004 11.98129 -0.19 0.10 0.15 -0.4166
C -6.46917 4.36874 11.87346 0.02 -0.23 -0.15 -0.2272
H -8.98865 5.68764 13.71298 0.04 -0.04 -0.02 0.4113
H -7.32664 7.52745 13.93285 -0.02 -0.08 -0.05 0.3559
H -5.12992 7.33841 12.80995 -0.06 -0.07 -0.01 0.3596
H -4.58303 5.31818 11.48739 -0.08 -0.03 0.04 0.3488
H -6.24277 3.47288 11.30772 -0.05 0.02 0.03 0.4150
```
Forces are in eV/Å.